Record 1
9
Properties=species:S:1:pos:R:3:forces:R:3:mulliken_charge:R:1 method="wB97M-V/def2-TZVPD" relative_energy_ev=5.1661 gap_ha="0.1822 / 0.1810" multiplicity=1 lumo_ev="-3.7 / -3.7"
S -0.9693 1.1442 1.1415 0.7 -1.3 -0.6 0.0526
S -0.0974 3.6963 1.5579 -0.1 -0.9 -0.2 -0.1856
O 0.4238 -1.2896 0.1834 0.0 1.8 2.0 -0.4424
C -0.1255 -1.7641 -0.9270 -0.8 0.1 -1.4 -0.4574
C 0.3274 2.1719 1.0702 0.0 0.9 0.2 -0.0088
H -1.2296 -1.8223 -0.8630 0.1 -0.2 -0.1 0.2261
H 0.2007 -2.8157 -1.0698 0.0 0.0 0.1 0.2495
H 1.3131 1.8797 0.7427 0.2 -0.2 -0.1 0.3369
H 0.1569 -1.2003 -1.8360 -0.1 -0.2 0.0 0.2291

Record 2
16
Properties=species:S:1:pos:R:3:forces:R:3:mulliken_charge:R:1 method="wB97M-V/def2-TZVPD" relative_energy_ev=1.6041 smiles="Cl[SiH2][C@H]1C=CCC1" gap_ha=0.3589 multiplicity=1 lumo_ev=0.9
Cl -2.8342 1.5203 0.3901 -0.1 1.8 0.4 -0.2320
Si -2.3318 -0.3983 0.2830 1.8 -1.2 -2.5 0.5599
C 1.5186 0.8496 0.2353 -2.1 0.5 1.5 -0.4140
C -0.1401 0.5951 -1.4350 1.3 -1.7 -0.6 -0.6947
C 0.6044 -0.3441 0.7122 -1.6 1.0 1.2 -0.7869
C -0.5093 -0.6319 -0.5608 0.8 2.3 2.7 -0.0047
C 0.9676 1.2509 -1.0581 -1.0 1.8 -0.3 -0.3193
H 1.2665 -1.2029 0.9989 -1.0 0.6 -0.3 0.3252
H -0.3426 -1.5805 -1.0800 -0.1 0.1 0.2 0.4837
H -3.3338 -0.7892 -0.7557 0.1 -0.6 0.6 -0.1578
H -2.3170 -0.9344 1.6291 -0.2 -0.4 0.3 -0.1346
H 0.0263 0.0484 1.7112 1.2 -1.3 -2.3 0.1619
H 2.4838 0.4689 0.2069 2.1 -0.3 -0.4 0.2702
H 1.2892 2.2790 -1.3997 -0.2 -1.6 -0.5 0.2988
H -0.4282 0.5966 -2.4798 -0.8 0.6 0.1 0.3789
H 1.5330 1.8041 0.8492 -0.1 -1.4 0.0 0.2654

Record 3
58
Properties=species:S:1:pos:R:3:forces:R:3:mulliken_charge:R:1 method="wB97M-V/def2-TZVPD" relative_energy_ev=2.5600 smiles="CC[C@@H](C)NC(=O)CNC(=O)c1nn(-c2ccc(OC)cc2OC)c(=O)c2ccccc12" gap_ha=0.3066 multiplicity=1 lumo_ev=0.0
O 0.6803 2.0824 1.9398 0.2 -0.2 -0.4 -0.2956
O 5.3209 1.0689 2.0759 -0.3 0.1 0.1 -0.4488
O 0.5368 3.8556 -0.3098 -0.1 0.0 0.0 -0.6958
O 0.1704 -4.4746 -0.8688 0.4 -0.2 0.1 -0.6726
O -2.7484 -1.1611 -2.3022 -0.3 0.1 0.0 -0.7221
N -0.5546 -1.6792 -2.5040 0.2 0.0 -0.2 -0.0177
N 0.5571 1.6227 -0.7100 0.1 0.4 0.2 0.5160
N 0.0516 0.5206 -1.2348 -0.7 -0.7 -0.5 -0.8297
N -1.7679 -3.3650 -0.4786 -0.4 0.1 0.3 0.0222
C -1.5727 -0.8348 -2.2346 0.5 -0.3 -0.2 0.1497
C 6.5116 0.6290 1.4654 0.2 -0.1 -0.1 -0.8659
C -0.0379 2.8814 -0.7495 0.1 0.2 -0.1 0.7357
C -3.8661 2.9505 -2.5661 0.0 0.0 0.0 -0.6117
C -0.3954 -1.6171 1.5229 -0.2 -0.1 0.1 -0.7066
C -0.7275 -3.7471 -1.2354 -0.1 0.2 -0.7 0.6921
C 3.0603 1.5969 2.0031 0.0 0.1 0.1 -0.3630
C -2.0670 4.0909 -1.4604 0.1 0.0 0.0 -0.6111
C -3.1761 -4.3276 1.2561 0.3 0.0 0.0 -1.6364
C 1.7931 1.4591 -0.0263 0.3 0.0 0.2 0.0579
C -1.7484 -2.2927 1.7149 0.3 -0.2 -0.1 -0.6781
C -1.8622 -3.6155 0.9451 -0.1 0.0 0.3 0.0412
C 1.8479 1.7353 1.3506 0.1 -0.2 -0.2 0.6941
C -0.7582 -3.1051 -2.6348 -0.1 -0.2 0.1 -0.9094
C -1.9167 1.7083 -1.9046 0.0 0.5 0.2 0.9572
C 0.7030 2.4889 3.2878 0.0 0.1 0.3 -1.0633
C -1.1136 0.5180 -1.8058 0.5 0.3 0.5 0.4858
C -1.3587 2.8910 -1.3816 -0.4 -0.2 -0.2 -0.2575
C -3.3112 4.1199 -2.0484 0.1 0.0 0.1 -0.5131
C 2.9156 1.0188 -0.6959 -0.4 0.2 0.2 -0.6939
C -3.1826 1.7575 -2.5001 -0.1 -0.1 -0.1 -0.6958
C 4.1226 0.8643 -0.0360 0.4 -0.1 0.2 -0.7822
C 4.1990 1.1663 1.3184 -0.2 0.0 -0.2 0.3165
H -4.8430 2.9819 -3.0258 -0.1 0.0 0.0 0.4265
H -2.5434 -1.6211 1.3798 -0.1 0.0 0.0 0.3014
H -1.6097 4.9786 -1.0505 0.0 0.1 0.0 0.4949
H -0.2259 -1.3718 0.4770 0.1 0.0 -0.1 -0.1051
H 2.8451 0.8015 -1.7508 0.0 0.0 -0.1 0.4798
H 0.3714 -1.3592 -2.2560 -0.1 0.0 0.0 0.2715
H 6.8261 1.3062 0.6655 0.0 0.0 0.0 0.3468
H -0.3484 -0.6932 2.0947 0.1 0.1 0.0 0.3019
H 7.2628 0.6295 2.2535 0.0 0.0 -0.1 0.2554
H -1.0160 -4.2637 1.1959 -0.1 0.1 0.0 0.4210
H -1.7311 -3.2675 -3.1046 0.1 0.0 0.0 0.3730
H -3.8598 5.0479 -2.1103 0.0 0.1 0.0 0.4167
H 1.0094 1.6701 3.9468 0.0 0.0 0.0 0.3474
H -3.6131 0.8503 -2.8919 0.0 0.0 0.0 0.5202
H 1.3666 3.3455 3.4319 0.0 0.0 0.0 0.3931
H 0.0341 -3.5327 -3.2497 -0.1 0.0 0.1 0.3641
H 6.4066 -0.3845 1.0664 0.0 0.0 0.0 0.3479
H 4.9827 0.5211 -0.5859 0.1 0.0 0.0 0.4057
H -3.2369 -4.5620 2.3153 -0.1 0.0 0.1 0.4282
H -1.9063 -2.4957 2.7756 -0.1 0.0 0.0 0.4154
H -4.0196 -3.6934 0.9906 -0.1 0.1 0.0 0.3334
H 0.4081 -2.2718 1.8523 0.1 0.0 0.0 0.3757
H -2.4674 -2.7541 -0.8799 0.1 0.0 -0.1 0.3200
H -3.2444 -5.2533 0.6905 0.0 -0.1 0.0 0.4024
H -0.3194 2.7802 3.5228 0.1 0.0 0.0 0.2733
H 3.1664 1.8050 3.0545 0.0 0.0 0.1 0.4911

Record 4
37
Properties=species:S:1:pos:R:3:forces:R:3:mulliken_charge:R:1 method="wB97M-V/def2-TZVPD" relative_energy_ev=1.1888 gap_ha=0.3122 multiplicity=1 lumo_ev=2.8 total_charge=-1
O -3.6145 -1.9654 -2.1875 -1.2 -1.3 -0.1 -0.6577
O -1.7847 0.2624 -2.6106 0.1 0.3 0.0 -0.7854
O -1.2761 -1.1888 -1.0245 1.0 -0.5 0.9 -0.9493
O -1.8542 0.5908 4.2887 1.3 -1.3 1.1 -0.6224
O 3.6720 -0.1185 3.1705 0.4 0.3 0.9 -0.6656
O 0.8236 -2.3549 3.5064 0.3 -0.2 0.4 -0.6525
O 0.8615 -2.6799 0.2306 0.2 -0.5 0.2 -0.6376
O -0.8429 -0.6998 1.5877 0.6 0.1 0.8 -0.5452
C 1.8154 3.1805 -0.4707 0.7 0.2 -1.4 -1.6260
C 0.5271 -0.0445 -2.1699 0.4 0.0 0.0 -0.7985
C 0.0455 2.9292 -2.2696 -1.0 -0.7 -1.2 -1.3987
C 1.3448 2.3646 -1.6992 -0.5 -0.1 1.3 0.7494
C -0.9603 -0.3295 -1.8900 -0.2 0.0 -1.4 0.5391
C 1.1545 0.9507 -1.1609 -0.7 -1.1 -0.4 -0.5543
H -2.8682 -2.2633 -1.6545 0.2 0.8 -0.1 0.3077
H -2.4478 1.1535 3.8577 -1.4 1.3 -1.0 0.2933
H -1.6636 -0.2828 1.8522 -0.1 -0.1 -0.3 0.2553
H -3.3717 -1.1439 -2.6064 0.8 0.6 0.2 0.3441
H -0.9120 2.4872 -1.9854 0.2 0.0 1.1 0.2758
H 2.7049 2.7453 -0.0141 -0.2 -0.3 0.2 0.3779
H 2.0319 0.4623 -0.7225 0.5 0.6 -0.4 0.2241
H -0.0746 2.6711 -3.3315 0.6 0.2 -0.1 0.3737
H 2.1615 4.1530 -0.8231 -0.4 0.4 0.3 0.4367
H 1.7028 -2.2268 0.1367 -0.2 0.1 -0.1 0.2894
H -0.8353 -0.8411 0.6234 -0.7 0.0 -0.1 0.3271
H 0.9964 3.2408 0.2386 0.0 0.2 0.2 0.3663
H -0.0238 3.9975 -2.2114 0.1 0.7 0.2 0.3724
H 0.2019 -2.2172 -0.3194 -0.1 0.2 -0.1 0.3446
H 0.5677 -2.6222 2.6144 -0.1 0.3 -0.2 0.3376
H 3.6723 -0.1673 2.2224 -0.4 -0.2 -0.5 0.3071
H 0.6142 0.3083 -3.1993 -0.1 0.3 0.1 0.3710
H 1.1430 -0.9448 -2.1641 -0.4 -0.4 0.2 0.4845
H 0.4949 0.9528 -0.2841 -0.1 0.5 -0.1 0.2522
H 2.0110 2.4285 -2.5625 0.7 -0.3 0.5 0.2824
H 0.0515 -1.9037 3.8614 -0.1 0.0 -0.3 0.3043
H 2.9032 -0.5884 3.5115 -0.2 -0.2 -0.4 0.3507
H -0.9883 0.9904 4.1719 0.1 -0.1 -0.1 0.3264

Record 5
46
Properties=species:S:1:pos:R:3:forces:R:3:mulliken_charge:R:1 method="wB97M-V/def2-TZVPD" relative_energy_ev=1.5906 gap_ha=0.0748 multiplicity=1 lumo_ev=-4.9 total_charge=-1
Cl -5.3719 -1.9838 0.5117 -0.3 0.6 -1.1 1.5943
Cl 2.2957 -4.3063 4.6487 1.5 0.1 1.1 1.6651
Cl -3.4429 -2.3876 8.4851 -2.3 0.4 -1.1 1.6421
O -3.5709 -3.7451 8.7386 -0.1 -2.4 0.3 -0.5481
O -4.6511 -1.6804 8.7199 -2.7 0.6 0.6 -0.5300
O -4.3448 -1.7599 -0.4683 -1.1 0.3 -1.8 -0.5410
O 2.3641 -2.8718 4.8320 -0.5 0.1 0.1 -0.5953
O -2.5021 -1.7871 9.2716 4.0 1.5 2.2 -0.5367
O 3.4641 -4.7142 3.9450 0.4 -0.3 -0.3 -0.6000
O 2.1998 -4.9810 5.9196 0.3 0.3 0.4 -0.5576
O 1.1265 -4.6690 3.9499 -1.8 0.0 -1.4 -0.5536
O -4.8527 -2.9684 1.3368 0.7 -5.0 2.1 -0.5044
O -3.2694 -2.1311 7.0933 1.2 -0.1 -2.1 -0.4778
O -5.2792 -0.9050 1.4353 -1.5 3.3 0.6 -0.5346
O 1.7398 1.1734 -0.1916 0.1 -0.1 -1.3 -0.3881
O -6.7318 -2.2890 0.0432 2.5 1.0 0.2 -0.5682
N 1.0660 1.2194 -1.4291 -2.9 -1.2 -0.9 0.0957
C 1.7875 3.5271 -1.9822 -0.1 -0.2 -0.3 -1.6752
C -0.2124 2.5778 -3.1328 -0.5 -1.9 0.6 -1.1508
C 0.3350 1.6821 -4.2542 1.3 1.3 -0.3 -0.8002
C 0.5845 2.5608 -1.7724 0.9 1.5 -1.1 1.5675
C 1.4729 -1.2788 -1.8986 0.3 0.9 -1.6 -1.7229
C 0.6988 0.3010 -3.7799 -0.6 -1.2 -0.5 -1.2719
C -0.2793 3.1934 -0.6575 -0.5 -1.4 0.3 -1.8298
C 1.4994 0.2003 -2.4813 0.6 0.7 1.2 1.4450
C 2.9581 0.5579 -2.8547 0.0 -1.3 0.0 -1.8020
Be -1.1903 -0.5533 2.7949 -0.1 -0.3 0.1 0.6137
H 2.3579 3.6502 -1.0616 0.0 0.1 0.0 0.4209
H 3.1340 1.4617 -3.4381 -0.3 0.2 0.6 0.3475
H 2.6288 1.3390 -0.5139 0.8 0.2 0.8 0.3649
H 2.1882 -1.4908 -1.1039 -0.6 0.5 0.5 0.3468
H 1.2353 2.0791 -4.7230 0.2 0.5 0.1 0.3612
H 3.3473 -0.2173 -3.5148 0.1 -0.3 0.2 0.4942
H 1.8685 -1.9172 -2.6886 0.0 0.0 -0.4 0.4105
H 2.4547 3.1623 -2.7631 0.0 0.1 0.1 0.2883
H -0.9732 2.4277 -0.3109 -0.1 -0.2 0.0 0.4400
H 1.3317 -0.1998 -4.5125 0.4 0.3 -0.2 0.3913
H -0.4842 3.5900 -3.4322 0.4 0.0 0.0 0.4942
H -1.1599 2.0554 -3.0013 -0.5 0.3 0.8 0.3464
H 1.4106 4.4915 -2.3229 0.1 0.2 0.2 0.4210
H -0.9365 4.0049 -0.9701 0.5 0.2 -0.3 0.3587
H 0.4525 -1.6457 -1.7881 0.1 0.3 0.7 0.4019
H 3.4827 0.4593 -1.9044 0.8 0.5 -0.3 0.4449
H -0.3649 1.6786 -5.0898 -0.3 -0.3 0.2 0.3950
H 0.2850 3.4553 0.2375 0.2 0.3 -0.3 0.3550
H -0.1520 -0.3656 -3.9209 -0.6 0.0 1.2 0.4820